Record 1
DFT (ωB97M-V/def2-TZVPD) results for a structure of composition C25H34EuN6O4S4 at a distorted geometry.

Structure (XYZ):
```
74
Properties=species:S:1:pos:R:3:forces:R:3
Eu -0.45843 -0.57998 0.09697 -0.03 -2.17 -0.74
O -2.26329 3.06765 1.79018 0.13 0.19 -0.18
C -1.89248 1.95196 1.03517 -0.42 -0.58 0.20
O -1.06939 1.13133 1.60404 -0.16 0.77 0.29
C -1.58722 2.31527 -0.40885 0.35 -0.11 0.07
C -2.24178 3.25398 -1.17960 -0.03 0.17 -0.35
C -1.86796 3.32960 -2.55437 -0.16 0.06 0.30
C -0.88746 2.52886 -3.06702 0.22 -0.16 0.06
C -0.22156 1.60936 -2.19945 -0.51 0.44 0.31
N -0.62246 1.53446 -0.87999 -0.29 1.13 -0.69
C 0.82855 0.71520 -2.47203 0.63 -0.56 0.25
O 1.34558 0.60855 -3.73951 -0.10 0.04 0.12
O 1.35810 0.00548 -1.57535 0.01 0.40 -0.46
H -2.26707 2.74050 2.69685 0.00 -0.09 0.07
H -3.02134 3.87206 -0.75705 0.02 -0.02 -0.03
H -2.38228 4.02917 -3.20532 0.03 -0.02 0.01
H -0.62596 2.59599 -4.11878 -0.02 0.02 0.03
H 0.70284 0.98357 -4.35083 0.00 0.01 -0.04
S -1.12857 -2.41412 2.14518 -0.02 -0.22 0.66
S -3.16044 -2.13534 2.09367 -0.14 0.04 -0.15
S -3.69316 -0.17654 2.46562 -0.02 -0.04 0.03
S -3.64398 0.87335 0.70555 0.15 0.16 0.03
C 1.71793 -1.02860 3.01046 0.15 0.12 -0.06
N 2.92078 -0.75332 3.81437 0.00 0.01 0.00
C 3.04873 0.69843 3.96565 -0.03 -0.05 -0.07
N 3.15630 1.38685 2.67794 -0.01 -0.02 -0.01
C 1.94971 1.07524 1.89667 0.11 -0.08 -0.04
N 1.79191 -0.38165 1.68568 0.21 0.07 -0.01
C 3.00098 -0.87120 0.99468 -0.04 -0.01 0.01
N 4.22521 -0.60160 1.76168 -0.02 0.00 0.04
C 4.08894 -1.23612 3.07603 -0.08 0.04 -0.05
C 4.31788 0.84595 1.96947 -0.06 -0.03 0.00
H 0.83154 -0.66844 3.52620 -0.06 0.02 0.04
H 1.61316 -2.10359 2.87511 -0.01 -0.06 0.00
H 3.94161 0.91649 4.55970 0.01 -0.01 0.00
H 2.17108 1.07489 4.49400 -0.01 0.00 0.00
H 2.01668 1.55592 0.92011 -0.01 0.03 -0.05
H 1.06323 1.44752 2.40221 -0.06 0.03 0.04
H 3.05909 -0.39051 0.01876 0.01 0.00 -0.02
H 2.90446 -1.94788 0.84587 0.00 -0.04 -0.01
H 4.99025 -1.03152 3.66184 0.00 0.01 0.01
H 3.99573 -2.31520 2.93798 0.00 -0.01 -0.01
H 4.39860 1.33674 0.99777 -0.01 0.00 -0.01
H 5.21989 1.06020 2.55082 0.00 0.01 0.01
C 0.87129 -3.98909 -0.76641 0.09 -0.21 0.05
C 0.74269 -4.05755 -2.28467 -0.01 0.08 -0.04
C 1.73445 -3.09248 -2.94680 0.04 -0.06 0.04
C -0.65683 -3.88222 -2.85310 -0.02 0.00 -0.08
C -1.03552 -4.80731 -3.81391 0.06 0.04 0.02
C -2.23226 -4.73254 -4.51527 -0.07 -0.02 -0.04
C -3.07003 -3.66039 -4.21450 0.04 0.02 0.04
C -2.76906 -2.70199 -3.26132 0.05 -0.03 -0.05
C -3.81382 -1.61983 -3.03267 0.05 -0.05 0.09
C -4.47740 -1.77366 -1.66090 -0.02 0.01 -0.07
C -3.30163 -0.19390 -3.25721 -0.07 -0.05 0.02
C -1.52356 -2.76505 -2.49945 0.00 0.17 0.23
N -1.20349 -1.88470 -1.55530 0.09 0.33 -0.04
H 1.85921 -4.36242 -0.46099 -0.07 0.02 0.00
H 0.10036 -4.57303 -0.26174 0.00 0.03 0.00
H 0.76889 -2.96829 -0.41688 0.00 0.15 0.08
H 1.04514 -5.07333 -2.56736 0.00 -0.03 -0.03
H 1.48673 -2.06385 -2.69339 -0.02 0.05 0.00
H 1.70149 -3.19965 -4.03453 0.02 0.00 0.03
H 2.76276 -3.28770 -2.60823 -0.08 0.01 -0.02
H -0.34805 -5.62552 -4.03453 -0.02 0.06 0.04
H -2.49940 -5.47262 -5.26339 0.00 0.05 0.04
H -4.01416 -3.56410 -4.75066 0.02 0.00 0.03
H -4.59095 -1.79391 -3.78737 -0.01 -0.03 -0.04
H -3.74164 -1.63924 -0.87336 0.03 -0.01 0.07
H -4.90052 -2.77764 -1.55666 -0.01 0.05 -0.02
H -5.27521 -1.03554 -1.51477 0.05 -0.02 0.00
H -2.55968 0.06358 -2.50868 0.11 0.02 0.10
H -4.12305 0.53056 -3.19065 0.04 -0.05 -0.01
H -2.83129 -0.10283 -4.24129 -0.03 0.00 0.00
```
Forces are in eV/Å.

Output
Multiplicity: 8
Relative energy (zero: lowest compared OMol25 entry of this formula, charge and spin), eV: 0.000
Charge: -2
HOMO level (spin up / spin down), eV: -0.16 / -0.36
Energy, hartree: -3905.7228


Record 2
DFT (ωB97M-V/def2-TZVPD) results for the molecule C25H34N2O4S.

Structure (XYZ):
```
66
Properties=species:S:1:pos:R:3:forces:R:3
C -1.14520 4.16689 -3.05983 0.07 0.07 -0.05
O -1.72867 3.21059 -2.21468 -0.14 -0.15 0.23
C -2.21060 2.07325 -2.90659 -0.17 -0.30 0.08
C -2.93767 1.18311 -1.90206 -0.05 0.36 -0.43
N -2.07922 0.80242 -0.80845 0.26 0.25 0.33
C -1.44567 -0.40035 -0.75285 -0.14 -0.11 0.03
S -1.65982 -1.53270 -1.94651 -0.13 -0.50 -0.62
N -0.68355 -0.67368 0.33117 -0.18 0.23 -0.01
C -0.13253 -2.01741 0.43248 0.33 -0.52 -0.05
C 0.83093 -2.18223 1.60106 -0.07 0.17 -0.06
C 0.19061 -1.68512 2.85627 -0.09 0.24 -0.08
C 0.27117 -2.35579 4.07094 -0.05 0.01 0.26
C -0.33148 -1.84219 5.20541 -0.08 0.09 0.11
O -0.30630 -2.41843 6.43703 -0.17 0.34 -0.16
C 0.37713 -3.63719 6.58934 0.12 -0.20 0.01
C -1.04440 -0.62394 5.11923 0.04 -0.06 0.16
O -1.60609 -0.19079 6.28198 0.21 -0.33 -0.11
C -2.33717 1.00846 6.26406 -0.11 0.18 -0.02
C -1.12878 0.02741 3.90265 0.00 -0.02 0.19
C -0.51142 -0.49887 2.77061 0.00 -0.30 -0.02
C -0.59112 0.23673 1.45813 0.33 0.44 0.19
C 0.61327 1.22690 1.29455 -0.50 0.19 0.09
O 1.75036 0.63636 0.72473 0.26 -0.12 -0.17
C 1.80531 0.44255 -0.63816 0.22 -0.18 -0.23
C 2.57629 -0.63288 -1.07331 -0.10 0.16 0.31
C 2.68976 -0.91797 -2.41863 -0.08 0.11 -0.07
C 2.06297 -0.13062 -3.37444 0.13 -0.12 -0.02
C 2.14370 -0.47680 -4.83952 -0.08 0.19 -0.12
C 2.93566 0.58258 -5.60958 0.01 -0.28 0.06
C 0.74194 -0.64901 -5.42956 0.22 -0.19 0.06
C 1.35534 0.97741 -2.93293 0.08 -0.12 -0.07
C 1.21402 1.26554 -1.58850 -0.02 0.16 0.35
H -0.27525 3.75846 -3.58799 0.00 0.02 -0.01
H -0.82725 4.99304 -2.42632 0.03 0.04 -0.09
H -1.86542 4.53242 -3.80174 0.03 0.00 0.02
H -1.37720 1.51708 -3.35587 -0.06 0.03 0.01
H -2.90286 2.37716 -3.70451 0.03 -0.01 0.05
H -3.78854 1.73041 -1.48537 0.02 -0.03 -0.08
H -3.28430 0.27546 -2.39884 -0.02 0.19 0.09
H -1.65655 1.59815 -0.35629 0.03 -0.10 0.14
H -0.96481 -2.72572 0.53986 0.14 0.05 -0.06
H 0.37526 -2.24478 -0.51069 -0.12 0.00 0.19
H 1.73643 -1.60201 1.41762 0.03 -0.13 -0.02
H 1.10692 -3.23362 1.68412 -0.02 -0.01 -0.03
H 0.81763 -3.28451 4.11192 0.05 -0.12 0.06
H -0.05792 -4.42463 5.96483 0.03 0.04 0.01
H 1.44209 -3.53488 6.35511 -0.04 -0.01 -0.01
H 0.26433 -3.90717 7.63806 0.04 -0.02 -0.08
H -2.68956 1.15202 7.28418 0.00 0.04 -0.09
H -3.19851 0.94729 5.59018 0.04 0.01 0.01
H -1.71086 1.85984 5.97576 -0.02 -0.03 -0.01
H -1.67528 0.95370 3.81606 -0.11 0.10 0.05
H -1.50457 0.84347 1.48979 0.13 -0.09 0.00
H 0.29578 2.10731 0.72372 0.06 -0.02 0.03
H 0.92486 1.55976 2.28867 -0.10 0.04 -0.15
H 3.08014 -1.24509 -0.34147 0.03 -0.07 0.11
H 3.26860 -1.77628 -2.72855 0.06 -0.09 -0.05
H 2.67200 -1.43204 -4.93163 -0.03 0.05 0.06
H 2.44425 1.55104 -5.54999 -0.06 0.13 0.00
H 3.01734 0.30348 -6.65783 0.02 0.03 -0.14
H 3.93772 0.68176 -5.19746 0.10 0.06 0.00
H 0.80315 -1.06271 -6.43372 -0.03 -0.01 -0.15
H 0.15039 -1.31987 -4.81053 -0.11 -0.04 0.02
H 0.22458 0.30582 -5.48764 -0.09 0.13 0.00
H 0.89636 1.63577 -3.65550 -0.09 0.07 -0.08
H 0.64229 2.13564 -1.30200 -0.07 0.07 0.03
```
Forces are in eV/Å.

Output
Relative energy (zero: lowest compared OMol25 entry of this formula, charge and spin), eV: 1.235
HOMO level, eV: -7.74
SMILES: COCCNC(=S)N1CCc2cc(OC)c(OC)cc2[C@H]1COc1ccc(C(C)C)cc1
Energy, hartree: -1781.6649


Record 3
DFT (ωB97M-V/def2-TZVPD) results for a cluster of 7 separate species, C25H34N3O21 in total at a distorted geometry.

Structure (XYZ):
```
83
Properties=species:S:1:pos:R:3:forces:R:3
N 4.68031 -4.48099 0.70133 0.65 0.92 0.09
C 5.05826 -3.71247 -0.54970 -0.32 0.33 1.47
C 4.62247 -2.23075 -0.26369 -1.81 0.55 -1.04
C 3.19930 -1.83134 -0.42337 0.69 2.17 1.07
C 2.11347 -2.82984 -0.91973 0.40 0.40 -0.25
C 0.69912 -2.35326 -0.42932 0.22 -0.82 -0.06
O 0.12064 -1.50691 -1.04391 -0.01 -0.15 0.52
O 0.17111 -2.95977 0.68481 1.35 0.46 -1.08
C 2.85992 -0.43633 -0.08868 3.46 -1.82 0.24
C 4.03430 0.41393 0.36193 -2.37 -1.00 -0.75
N 5.29504 -0.01699 0.44103 -1.74 0.59 0.04
N 5.49744 -1.26540 0.13878 -0.71 -1.91 -1.13
O 6.79187 -1.68426 0.27353 0.47 0.07 0.08
H 4.22206 -3.82369 1.34314 0.01 -0.54 -0.15
H 5.55400 -4.71024 1.19169 -0.50 -0.12 -0.23
H 6.15951 -3.82067 -0.66176 -1.01 0.28 -0.45
H 4.46982 -4.17114 -1.37827 0.71 0.82 0.32
H 2.35370 -3.89414 -0.67884 -0.18 0.90 0.07
H 2.09914 -2.74455 -2.04453 -0.12 -0.11 1.09
H 0.86262 -3.55530 1.03218 -0.62 0.08 0.06
H 1.81591 -0.05248 -0.14698 1.10 -0.09 0.04
H 3.79687 1.47320 0.63004 0.62 -1.00 -0.27
H 7.25351 -1.56973 -0.58424 -0.33 0.23 0.32
C 1.66920 5.96276 0.86760 -0.16 0.67 0.28
C 3.08325 5.55997 0.56660 0.63 0.54 -0.09
O 3.01982 4.13305 0.60390 -0.68 -0.39 -0.05
C 1.72964 3.78188 0.35395 0.00 0.29 0.03
O 1.36494 2.66124 0.14726 0.23 -0.13 -0.01
O 0.91512 4.85976 0.36779 0.31 -0.65 -0.12
H 1.38232 6.88775 0.37031 -0.15 -0.18 -0.06
H 1.47970 6.06280 1.93879 -0.02 -0.06 -0.05
H 3.40750 5.87191 -0.42884 -0.03 -0.10 0.02
H 3.79076 5.93783 1.30288 0.02 -0.24 -0.01
C -2.99884 0.60350 -0.46061 0.32 -0.01 0.62
C -2.66462 -0.25295 -1.64823 0.49 -0.34 -0.12
O -3.90592 -0.32677 -2.34453 -0.23 0.37 0.09
C -4.63757 0.76425 -1.98172 -0.64 0.28 0.04
O -5.65613 1.09641 -2.50694 0.47 -0.19 0.07
O -4.05728 1.42542 -0.94828 -0.10 -0.31 -0.50
H -2.15503 1.21078 -0.13351 -0.17 0.15 -0.04
H -3.36478 0.01993 0.38676 -0.02 0.09 -0.12
H -1.91909 0.20841 -2.30202 -0.03 -0.01 0.01
H -2.31864 -1.24365 -1.36288 -0.18 0.00 -0.16
C 3.08760 2.91253 -4.64027 -0.26 -0.27 -0.45
C 2.56833 3.61105 -3.41582 -0.81 0.03 0.19
O 3.75222 3.90382 -2.68375 0.31 -0.10 -0.21
C 4.78119 3.93618 -3.57864 0.53 0.20 -0.11
O 5.87818 4.31489 -3.32371 -0.27 -0.13 0.03
O 4.38615 3.47985 -4.79796 0.00 0.13 0.53
H 2.47225 3.09561 -5.51987 0.21 0.05 -0.04
H 3.18829 1.83319 -4.49684 0.02 0.04 0.02
H 2.05874 4.54823 -3.65326 0.04 -0.04 -0.03
H 1.89777 2.98144 -2.83075 0.12 0.09 0.13
C -3.09683 -0.92822 4.75533 0.22 -0.24 0.53
C -2.70547 -1.09149 3.31476 0.33 -0.53 -0.31
O -3.66128 -0.28158 2.63048 -0.04 0.15 0.45
C -4.11141 0.64922 3.52024 -0.39 0.51 0.00
O -4.78962 1.57998 3.22978 0.19 -0.22 0.00
O -3.68136 0.37240 4.77971 -0.04 -0.02 -0.50
H -2.24357 -0.98381 5.42812 -0.13 0.14 0.03
H -3.84565 -1.65888 5.07025 -0.01 0.05 -0.07
H -1.70277 -0.70745 3.10643 -0.03 0.04 0.05
H -2.76335 -2.12629 2.98214 -0.10 0.12 -0.08
C -4.45318 0.30119 -6.01844 -0.30 -0.51 0.22
C -4.22333 1.63425 -5.36671 -0.26 0.27 0.56
O -3.20783 2.21770 -6.18104 0.02 -0.31 -0.36
C -3.28019 1.62453 -7.40361 0.16 0.12 -0.41
O -2.68462 1.99364 -8.36518 -0.09 -0.10 0.24
O -4.12164 0.55576 -7.38257 0.27 0.40 0.09
H -5.48347 -0.03788 -5.92466 0.06 0.02 -0.18
H -3.78809 -0.47524 -5.63110 0.00 0.05 -0.01
H -5.10901 2.27266 -5.39616 0.03 -0.05 0.02
H -3.88953 1.54253 -4.33664 0.12 0.14 -0.14
C -3.73625 -5.31651 7.36102 -0.30 -0.53 0.30
C -3.51951 -3.97680 8.00655 -0.29 0.17 0.61
O -2.50352 -3.39521 7.19026 0.02 -0.21 -0.48
C -2.56722 -3.99676 5.97579 0.11 -0.08 -0.15
O -1.96768 -3.62782 5.01092 -0.08 -0.05 0.15
O -3.39840 -5.06706 5.99711 0.31 0.47 -0.03
H -4.76476 -5.66270 7.45007 0.06 0.01 -0.22
H -3.06790 -6.08561 7.75528 0.01 0.06 -0.04
H -4.40922 -3.34364 7.96830 0.05 -0.02 -0.04
H -3.18875 -4.05885 9.04072 0.15 0.13 -0.12
```
Forces are in eV/Å.

Output
Charge: +1
HOMO level, eV: -12.05
Energy, hartree: -2717.0536


Which of these has the highest energy? C25H34N2O4S


The lowest energy belongs to which entry? C25H34EuN6O4S4


The lowest energy belongs to which entry? C25H34EuN6O4S4


Which of these has the highest energy? C25H34N2O4S